The following is a quantum chemistry calculation of 3 unconnected molecules or ions with the total composition C40H60ClIN2O10P2S at a distorted geometry, from the Open Molecules 2025 dataset.

Kohn-Sham gap: 0.249 hartree
LUMO: -1.13 eV
SMILES: CC[C@H](I)c1cc(COC)cc2c1Nc1c(cc(-c3ccccn3)c(CC(C)C)c1CC(=O)Cl)S2.CCOP(=O)(OCC)OCC.CCOP(=O)(OCC)OCC

Last column: Löwdin charge in e.
Geometry (Å):
C  -0.87  -3.93  4.90  -0.114
C  -2.38  -3.62  5.19  -0.314
C  -2.76  -2.08  5.03  -0.629
I  -3.87  -1.56  6.87  0.781
C  -3.64  -1.83  3.77  -0.189
C  -4.83  -2.70  3.58  -0.013
C  -5.71  -2.60  2.44  -0.150
C  -6.96  -3.52  2.18  -0.181
O  -8.07  -2.71  1.82  -0.192
C  -8.44  -2.86  0.45  -0.132
C  -5.39  -1.60  1.43  -0.032
C  -4.24  -0.75  1.59  -0.405
C  -3.31  -0.81  2.75  -0.160
N  -2.19  0.10  2.84  0.076
C  -1.37  0.14  1.64  -0.157
C  -1.97  0.33  0.31  -0.410
C  -1.21  0.35  -0.93  -0.025
C  0.23  0.21  -0.85  -0.110
C  1.09  0.26  -2.16  -0.249
C  1.30  1.56  -2.72  -0.021
C  2.13  1.71  -3.92  -0.020
C  2.64  0.43  -4.39  -0.062
C  2.28  -0.78  -3.70  -0.147
N  1.51  -0.97  -2.58  0.115
C  0.89  0.02  0.46  -0.120
C  2.44  -0.16  0.45  -0.137
C  3.28  1.20  0.42  -0.356
C  4.28  1.15  1.65  -0.086
C  2.33  2.45  0.54  -0.074
C  0.11  0.00  1.72  -0.094
C  0.89  -0.16  3.07  -0.088
C  1.24  -1.63  3.45  -0.735
O  1.38  -1.88  4.61  0.032
Cl  1.47  -2.95  2.25  0.695
S  -3.79  0.50  0.33  0.944
H  -0.17  -3.60  5.71  0.081
H  -0.62  -3.52  3.89  0.029
H  -0.78  -5.05  4.81  0.085
H  -2.58  -3.92  6.25  0.052
H  -2.99  -4.28  4.53  0.101
H  -1.84  -1.45  5.05  0.060
H  -5.03  -3.46  4.37  0.108
H  -7.13  -4.10  3.13  0.127
H  -6.66  -4.24  1.36  0.131
H  -8.88  -1.89  0.08  0.097
H  -9.25  -3.64  0.29  0.094
H  -7.58  -3.12  -0.23  0.088
H  -6.01  -1.43  0.51  0.108
H  -1.61  -0.07  3.66  0.087
H  -1.79  0.47  -1.87  0.116
H  0.84  2.46  -2.25  0.107
H  2.32  2.71  -4.36  0.107
H  3.32  0.39  -5.27  0.101
H  2.69  -1.73  -4.14  0.108
H  2.70  -0.77  1.36  0.054
H  2.67  -0.85  -0.42  0.109
H  3.84  1.22  -0.56  0.132
H  3.82  1.68  2.52  0.073
H  5.23  1.66  1.31  0.082
H  4.52  0.11  1.99  0.076
H  1.76  2.37  1.50  0.080
H  1.59  2.53  -0.29  0.053
H  3.00  3.36  0.54  0.094
H  1.83  0.46  2.98  0.117
H  0.32  0.31  3.92  0.130
O  -0.47  8.70  0.21  -0.225
P  0.93  8.20  0.49  0.654
O  1.56  8.49  -1.01  -0.225
C  1.71  9.83  -1.45  -0.299
C  2.80  10.56  -0.69  -0.085
O  0.64  6.59  0.34  -0.221
C  -0.69  6.07  0.44  -0.294
C  -1.35  6.01  -0.92  -0.072
O  2.49  7.75  1.00  -0.196
C  3.03  8.39  2.15  -0.301
C  2.05  8.48  3.31  -0.086
H  0.76  10.36  -1.38  0.110
H  1.98  9.79  -2.51  0.118
H  2.48  10.76  0.34  0.064
H  3.02  11.53  -1.15  0.079
H  3.71  9.97  -0.65  0.083
H  -1.27  6.66  1.15  0.104
H  -0.61  5.06  0.85  0.112
H  -1.26  6.95  -1.47  0.073
H  -2.41  5.77  -0.82  0.079
H  -0.88  5.24  -1.54  0.067
H  3.40  9.39  1.88  0.096
H  3.90  7.80  2.46  0.123
H  1.20  9.12  3.05  0.071
H  2.54  8.91  4.19  0.084
H  1.66  7.49  3.56  0.087
O  2.48  -6.17  -4.96  -0.232
P  1.36  -6.12  -3.94  0.647
O  2.17  -6.73  -2.64  -0.218
C  3.22  -5.96  -2.07  -0.298
C  2.69  -4.72  -1.38  -0.084
O  0.57  -7.49  -4.40  -0.218
C  0.79  -8.07  -5.68  -0.299
C  1.90  -9.10  -5.63  -0.078
O  0.02  -5.83  -2.94  -0.191
C  -0.53  -4.51  -2.92  -0.294
C  -0.71  -3.91  -4.31  -0.085
H  3.95  -5.69  -2.85  0.109
H  3.73  -6.59  -1.35  0.118
H  2.32  -4.00  -2.11  0.053
H  3.48  -4.23  -0.80  0.079
H  1.87  -4.97  -0.71  0.080
H  0.99  -7.30  -6.43  0.102
H  -0.14  -8.56  -5.99  0.114
H  2.79  -8.72  -5.13  0.071
H  2.18  -9.42  -6.64  0.076
H  1.58  -9.98  -5.07  0.075
H  0.09  -3.86  -2.30  0.091
H  -1.51  -4.58  -2.44  0.123
H  0.26  -3.76  -4.80  0.066
H  -1.20  -2.94  -4.24  0.081
H  -1.30  -4.57  -4.94  0.085

***

The following is a quantum chemistry calculation of a molecular structure, C6H7KO6 at a distorted geometry, from the Open Molecules 2025 dataset.

expectation value of S²: 0.7535
net charge: -1
multiplicity: 2
energy above the lowest of the compared OMol25 structures with the same formula, charge and spin: 4.213 eV
Kohn-Sham gap (alpha / beta): 0.196 / 0.254 hartree
LUMO (alpha / beta): 2.42 / 2.41 eV

Last column: Löwdin charge in e.
Geometry (Å):
O  -1.23  -0.07  0.75  -0.208
O  0.45  -1.50  1.41  -0.055
C  0.11  -2.64  0.65  -0.186
C  0.47  -2.22  -0.77  -0.191
O  0.33  -0.81  -0.76  -0.176
C  0.04  -0.36  0.65  -0.729
H  0.70  -3.49  1.01  0.114
H  -0.96  -2.87  0.76  0.115
H  -0.20  -2.67  -1.52  0.111
H  1.51  -2.48  -1.02  0.112
K  -1.75  0.44  -1.48  1.088
O  -0.17  2.29  -0.70  -0.052
O  -1.56  4.03  -0.72  0.035
C  0.65  2.07  0.33  -0.111
C  1.01  0.79  0.97  -0.081
O  -2.00  2.13  -1.86  -0.386
C  -1.32  2.91  -1.16  -0.741
H  0.87  3.06  0.74  0.104
H  2.03  0.47  0.68  0.114
H  1.03  0.92  2.06  0.123

***

The following is a quantum chemistry calculation of 5 unconnected molecules or ions with the total composition C43H86FN4O2 at a distorted geometry, from the Open Molecules 2025 dataset.

net charge: +1
Kohn-Sham gap: 0.273 hartree
LUMO: -3.73 eV

Last column: Löwdin charge in e.
Geometry (Å):
C  5.03  1.19  -6.29  -0.109
C  6.61  1.03  -6.51  -0.207
C  7.34  0.45  -5.20  -0.168
C  7.90  1.58  -4.26  -0.227
C  6.71  2.10  -3.35  -0.128
N  7.14  2.78  -2.10  0.072
C  8.33  2.18  -1.54  -0.216
N  8.32  1.67  -0.35  0.179
C  7.13  1.60  0.53  -0.146
C  7.38  2.12  2.00  -0.147
C  6.04  2.34  2.83  -0.204
N  4.93  1.43  2.48  -0.069
C  3.92  2.04  1.61  -0.187
C  2.98  0.98  0.93  -0.112
C  1.55  0.90  1.30  -0.010
C  0.65  -0.08  0.69  -0.061
C  1.14  -1.04  -0.30  -0.062
C  2.54  -0.97  -0.70  -0.014
C  3.42  0.04  -0.09  -0.243
O  4.77  0.03  -0.58  -0.055
N  9.48  2.20  -2.39  0.024
F  10.63  1.89  -1.71  0.029
C  9.20  1.19  -3.47  -0.196
C  9.25  -0.31  -2.96  -0.074
C  10.32  -1.11  -3.81  -0.215
O  10.42  -1.01  -5.01  0.054
H  4.46  0.34  -6.74  0.081
H  4.75  1.31  -5.22  0.051
H  4.69  2.12  -6.83  0.077
H  6.74  0.27  -7.33  0.111
H  7.09  2.01  -6.77  0.104
H  6.54  -0.18  -4.69  0.117
H  8.10  -0.27  -5.58  0.107
H  8.18  2.44  -4.93  0.150
H  6.13  2.83  -3.97  0.144
H  6.01  1.24  -3.17  0.109
H  7.28  3.78  -2.23  0.152
H  9.18  1.24  0.02  0.183
H  6.22  2.10  0.14  0.104
H  6.87  0.50  0.62  0.130
H  7.95  3.08  2.05  0.116
H  7.99  1.38  2.59  0.116
H  5.69  3.41  2.79  0.126
H  6.32  2.11  3.90  0.120
H  5.25  0.52  2.15  0.086
H  4.31  2.78  0.86  0.116
H  3.23  2.63  2.28  0.122
H  1.17  1.63  2.05  0.109
H  -0.43  -0.11  0.98  0.085
H  0.51  -1.83  -0.77  0.107
H  2.96  -1.68  -1.45  0.116
H  4.85  0.64  -1.33  0.083
H  10.06  1.30  -4.19  0.164
H  8.27  -0.86  -3.06  0.131
H  9.56  -0.43  -1.89  0.108
H  11.07  -1.79  -3.30  0.139
C  6.42  -5.07  5.52  -0.110
C  6.49  -3.64  4.98  -0.275
C  5.12  -3.04  4.67  -0.228
C  4.32  -3.76  3.59  -0.223
C  5.02  -3.88  2.23  -0.259
C  5.31  -2.53  1.59  -0.116
H  5.98  -5.75  4.79  0.066
H  7.42  -5.43  5.76  0.071
H  5.83  -5.11  6.43  0.078
H  7.13  -3.62  4.09  0.095
H  6.99  -3.01  5.73  0.104
H  5.26  -1.99  4.39  0.094
H  4.52  -3.03  5.59  0.112
H  3.37  -3.24  3.45  0.111
H  4.06  -4.77  3.93  0.104
H  4.38  -4.45  1.56  0.108
H  5.95  -4.44  2.32  0.101
H  4.39  -1.95  1.44  0.060
H  5.77  -2.67  0.61  0.072
H  5.99  -1.93  2.19  0.059
C  -6.62  -1.98  0.18  -0.100
C  -5.17  -1.60  -0.11  -0.274
C  -4.24  -1.79  1.08  -0.228
C  -4.56  -0.91  2.30  -0.224
C  -4.58  0.59  2.03  -0.273
C  -3.23  1.14  1.58  -0.119
H  -7.05  -1.34  0.96  0.061
H  -7.23  -1.86  -0.71  0.055
H  -6.69  -3.02  0.51  0.080
H  -5.13  -0.57  -0.48  0.098
H  -4.81  -2.23  -0.93  0.103
H  -3.21  -1.59  0.76  0.092
H  -4.27  -2.84  1.39  0.111
H  -3.83  -1.13  3.08  0.110
H  -5.53  -1.21  2.71  0.100
H  -4.87  1.10  2.96  0.102
H  -5.34  0.84  1.29  0.099
H  -2.46  0.93  2.33  0.070
H  -3.29  2.22  1.45  0.072
H  -2.91  0.70  0.63  0.060
C  -10.79  -0.28  -6.47  -0.113
C  -9.87  -1.44  -6.11  -0.273
C  -9.69  -1.63  -4.61  -0.229
C  -9.04  -0.46  -3.88  -0.229
C  -7.65  -0.05  -4.39  -0.269
C  -6.61  -1.16  -4.25  -0.108
H  -10.39  0.67  -6.13  0.065
H  -10.91  -0.22  -7.56  0.070
H  -11.78  -0.42  -6.03  0.076
H  -8.90  -1.31  -6.60  0.098
H  -10.29  -2.36  -6.53  0.105
H  -9.10  -2.54  -4.43  0.100
H  -10.67  -1.82  -4.15  0.110
H  -8.96  -0.71  -2.81  0.102
H  -9.69  0.42  -3.93  0.102
H  -7.31  0.82  -3.83  0.103
H  -7.71  0.26  -5.44  0.099
H  -6.51  -1.45  -3.20  0.058
H  -5.64  -0.80  -4.59  0.070
H  -6.87  -2.04  -4.83  0.068
C  -8.41  4.54  5.53  -0.115
C  -9.61  3.59  5.44  -0.271
C  -9.26  2.15  5.80  -0.229
C  -8.25  1.47  4.87  -0.231
C  -8.63  1.44  3.39  -0.270
C  -9.90  0.65  3.12  -0.110
H  -7.63  4.26  4.82  0.063
H  -8.72  5.56  5.30  0.069
H  -7.98  4.53  6.54  0.075
H  -10.05  3.65  4.45  0.099
H  -10.38  3.95  6.14  0.105
H  -10.19  1.56  5.81  0.102
H  -8.87  2.11  6.82  0.110
H  -8.09  0.45  5.22  0.109
H  -7.28  1.97  4.97  0.097
H  -7.81  0.99  2.83  0.087
H  -8.74  2.46  3.00  0.101
H  -9.80  -0.38  3.46  0.076
H  -10.11  0.62  2.04  0.069
H  -10.77  1.09  3.61  0.067

***

The total energy results, record by record, are as follows: -4260.73579; -1284.09992; -2158.97718 Eh.